[1]
This record from the Open Molecules 2025 dataset describes C2H5IO3P2 as an isolated structure. The level of theory is ωB97M-V with the def2-TZVPD basis set.

E in eV: -34977.3085
Largest force on an atom in eV Å⁻¹: 2.1
E_LUMO (alpha / beta) in eV: 1.1268 / 1.1341
M in g mol⁻¹: 265.91
HOMO-LUMO gap (alpha / beta) in eV: 3.6278 / 3.6351
HOMO level (alpha / beta) in eV: -2.50 / -2.50

Structure (ORCA input):
```
! wB97M-V def2-TZVPD RIJCOSX def2/J DEFGRID3
* xyz -2 1
C 0.228 0.744 -0.245
C 0.556 1.385 0.871
O 1.448 2.253 -2.056
O 2.085 3.382 0.138
O 3.104 1.112 -0.464
P -2.261 -3.740 -0.136
P 2.104 2.175 -0.728
I -19.818 2.036 -0.146
H -0.590 1.065 -0.867
H 0.765 -0.129 -0.572
H 0.015 2.250 1.213
H 1.366 1.046 1.494
H -2.019 -3.562 -1.487
*
```

---

[2]
This record from the Open Molecules 2025 dataset describes C4H8O2 as an isolated structure. The level of theory is ωB97M-V with the def2-TZVPD basis set.

E in eV: -8369.8991
Largest force on an atom in eV Å⁻¹: 4.3
E_LUMO in eV: 0.9738
M in g mol⁻¹: 88.11
HOMO-LUMO gap in eV: 11.0935
HOMO level in eV: -10.12

Structure (ORCA input):
```
! wB97M-V def2-TZVPD RIJCOSX def2/J DEFGRID3
* xyz 0 1
C -0.750 -0.700 0.602
O -1.412 0.291 -0.127
C -0.494 1.348 -0.373
C 0.820 0.666 -0.737
C 0.966 -0.370 0.341
O 1.385 0.133 1.580
H -0.934 -1.698 0.212
H -1.177 -0.710 1.656
H 0.405 -0.179 1.647
H -0.356 1.966 0.528
H -0.910 1.959 -1.174
H 1.663 1.364 -0.753
H 0.729 0.159 -1.701
H 1.455 -1.312 0.082
*
```

---

[3]
This record from the Open Molecules 2025 dataset describes C22H17BrN5Sm as an isolated structure. The level of theory is ωB97M-V with the def2-TZVPD basis set.

⟨S²⟩: 8.78
E in eV: -118472.2648
Largest force on an atom in eV Å⁻¹: 1.8
E_LUMO (alpha / beta) in eV: -8.2092 / -7.6986
M in g mol⁻¹: 581.68
HOMO-LUMO gap (alpha / beta) in eV: 5.1895 / 5.7341
HOMO level (alpha / beta) in eV: -13.40 / -13.43

Structure (ORCA input):
```
! wB97M-V def2-TZVPD RIJCOSX def2/J DEFGRID3
* xyz 2 6
Sm 0.051 0.879 -0.080
C -1.500 -1.282 4.740
C -2.045 -1.177 3.472
C -1.194 -0.952 2.395
C 0.179 -0.827 2.566
C 0.716 -0.898 3.846
C -0.125 -1.140 4.920
N 0.963 -0.569 1.403
C 1.971 -1.381 0.978
C 2.411 -2.555 1.626
C 3.422 -3.300 1.084
C 4.062 -2.948 -0.135
C 3.644 -1.848 -0.806
C 2.592 -1.061 -0.267
N 2.050 0.009 -0.927
N 2.550 0.371 -2.031
C 1.934 1.501 -2.594
C 2.435 1.947 -3.805
C 1.880 3.074 -4.378
C 0.832 3.728 -3.734
C 0.379 3.214 -2.545
N 0.907 2.112 -1.974
H -2.139 -1.478 5.590
H -3.110 -1.285 3.319
H -1.601 -0.947 1.392
H 1.780 -0.768 3.997
H 0.296 -1.215 5.915
H 1.948 -2.859 2.554
H 3.744 -4.196 1.600
H 4.862 -3.561 -0.523
H 4.089 -1.553 -1.746
H 3.259 1.411 -4.255
H 2.259 3.449 -5.320
H 0.375 4.616 -4.147
H -0.440 3.689 -2.019
Br -5.616 3.139 -0.065
C -4.535 1.709 -0.561
C -5.071 0.529 -1.059
C -4.215 -0.502 -1.415
C -2.858 -0.318 -1.260
N -2.337 0.815 -0.767
C -3.166 1.816 -0.431
H -6.143 0.421 -1.166
H -4.593 -1.434 -1.809
H -2.166 -1.106 -1.534
H -2.735 2.731 -0.042
*
```